51
Properties=species:S:1:pos:R:3:forces:R:3:lowdin_charge:R:1 method="wB97M-V/def2-TZVPD" largest_force_ha_per_bohr=0.037 lumo_energy_ha=-0.107 spin_multiplicity=1 e_above_lowest_kj_mol=17.6 gap_ev=3.67
Cl 5.225881 0.262235 -4.130680 0.2 0.0 0.0 0.744
C 3.606352 0.173149 -3.600921 -1.0 0.3 0.9 -0.649
C 3.000030 -1.074621 -3.386585 -0.3 0.1 -0.1 -0.070
C 1.638304 -1.136634 -3.096574 0.1 0.4 -0.3 0.032
C 0.857940 0.050648 -3.028698 0.8 0.0 0.2 -0.153
C -0.565431 0.029647 -3.092221 -0.2 0.9 -0.6 -0.080
C -1.383729 1.276617 -3.207257 -1.3 -0.3 -0.3 -0.106
C -2.836414 0.770057 -3.603432 1.5 0.7 0.4 -0.120
C -2.682314 -0.710767 -3.635356 1.2 0.3 0.4 0.051
C -1.387529 -1.093654 -3.340276 -0.9 -0.6 0.0 0.015
C 1.543595 1.302169 -3.051797 -0.2 -0.3 -0.2 0.025
C 2.901640 1.367504 -3.316820 -0.1 -0.5 -0.2 -0.063
H 3.592639 -1.980648 -3.490237 -0.2 0.2 0.0 0.115
H 1.155227 -2.103997 -2.975740 0.2 0.2 0.0 0.120
H -1.390486 1.793958 -2.238787 0.0 -0.2 0.1 0.119
H -1.042192 1.975358 -3.982110 0.3 -0.3 0.2 0.134
H -3.572884 1.149014 -2.883394 0.0 -0.4 -0.2 0.135
H -3.067128 1.196246 -4.592835 -0.3 -0.4 0.2 0.128
H -3.499582 -1.378778 -3.890421 0.2 0.0 0.1 0.126
H -1.001018 -2.118919 -3.327079 -0.4 0.5 0.0 0.125
H 0.961860 2.220683 -2.931593 0.4 -0.3 0.1 0.128
H 3.415296 2.324051 -3.353663 -0.1 -0.2 -0.1 0.116
C -2.774950 -3.012491 5.440492 0.0 0.0 -0.3 -0.091
C -2.894645 -1.626334 5.239895 0.1 -0.4 -0.2 -0.086
C -2.122256 -0.995753 4.266536 0.1 -0.3 0.0 -0.058
C -1.206891 -1.756803 3.526956 -0.4 -0.3 -0.1 -0.282
S 0.122011 -0.946025 2.644304 -0.8 -0.8 -0.1 0.631
C -0.438913 -0.808616 1.019819 0.2 1.3 0.1 -0.186
C -0.478354 0.486126 0.419192 -0.2 -1.5 1.2 -0.479
O -1.464948 0.889272 -0.241167 0.5 0.3 -1.1 -0.067
C 0.706847 1.378573 0.716141 -0.4 0.6 -0.2 -0.184
C 1.976189 0.904981 1.076308 0.2 0.4 -0.2 -0.058
C 2.953584 1.800336 1.527240 -0.5 0.1 -0.2 -0.071
C 2.659086 3.170192 1.607448 0.2 -0.2 -0.3 -0.091
C 1.435567 3.657451 1.131511 0.0 -0.4 0.0 -0.089
C 0.456762 2.759009 0.704183 0.3 0.0 0.1 -0.035
O 0.204748 0.298171 3.377965 0.7 0.4 -0.4 -0.318
O 1.207024 -1.901459 2.694997 0.5 0.0 0.4 -0.349
C -1.206930 -3.147496 3.595425 -0.3 0.1 0.3 -0.073
C -1.986572 -3.777556 4.565885 -0.2 0.3 0.1 -0.088
H -3.315828 -3.500122 6.257795 0.1 0.2 -0.4 0.098
H -3.587039 -1.032346 5.835926 0.2 -0.2 0.0 0.100
H -2.224436 0.075247 4.090615 0.3 -0.3 0.1 0.116
H -1.199335 -1.553902 0.833365 -0.2 0.2 -0.1 0.066
H 2.220991 -0.154534 1.001983 -0.2 0.2 0.1 0.105
H 3.936012 1.409851 1.803393 -0.3 0.2 0.0 0.104
H 3.412613 3.851200 2.008429 -0.2 -0.1 -0.2 0.097
H 1.229805 4.725203 1.078204 0.1 -0.2 0.2 0.095
H -0.530673 3.109514 0.388502 0.4 -0.2 0.1 0.112
H -0.593464 -3.729976 2.911406 0.1 0.2 0.3 0.112
H -1.966041 -4.865040 4.633741 0.0 0.3 0.1 0.099